{"formula": "C51H29Cl4N5O4Ti", "method": "the ωB97M-V functional and the def2-TZVPD basis", "homo_lumo_gap_ha": [0.2000, 0.2008], "spin_multiplicity": 3, "fmax_ev_per_a": 2.01, "homo_ha": [-0.2286, -0.2677], "e_above_lowest_kj_mol": 13.7, "energy_ha": -5225.9299, "elements": ["Ti", "Cl", "C", "C", "C", "C", "C", "C", "C", "C", "C", "C", "C", "C", "C", "C", "C", "C", "Cl", "C", "C", "C", "N", "C", "C", "C", "C", "C", "C", "Cl", "C", "C", "C", "C", "C", "C", "N", "C", "C", "C", "C", "C", "N", "C", "C", "C", "C", "Cl", "C", "C", "C", "C", "N", "H", "H", "H", "H", "H", "H", "H", "H", "H", "H", "H", "H", "H", "H", "H", "H", "H", "H", "H", "H", "H", "H", "H", "H", "O", "C", "O", "C", "C", "C", "C", "C", "N", "C", "O", "O", "H", "H", "H", "H", "H"], "coordinates": [[-0.254, 0.263, -0.319], [3.771, -4.280, -7.267], [2.944, -3.322, -6.092], [3.608, -2.913, -4.946], [2.940, -2.144, -4.015], [1.608, -1.769, -4.210], [0.965, -2.186, -5.377], [1.624, -2.961, -6.310], [0.934, -0.968, -3.189], [-0.386, -1.269, -2.790], [-1.277, -2.301, -3.229], [-2.483, -2.082, -2.624], [-2.341, -0.917, -1.802], [-3.336, -0.145, -1.186], [-4.679, -0.743, -1.038], [-5.840, -0.234, -1.615], [-7.062, -0.855, -1.412], [-7.130, -1.992, -0.621], [-8.653, -2.774, -0.366], [-5.987, -2.512, -0.036], [-4.772, -1.891, -0.249], [-3.070, 1.144, -0.658], [-1.800, 1.644, -0.413], [-1.959, 2.885, 0.116], [-0.809, 3.652, 0.778], [-0.662, 5.147, 0.632], [-1.602, 6.038, 0.140], [-1.399, 7.407, 0.242], [-0.229, 7.888, 0.806], [0.026, 9.590, 0.954], [0.750, 7.012, 1.254], [0.516, 5.656, 1.177], [-0.050, 1.282, 1.994], [-0.750, 2.212, 2.800], [-1.052, 3.412, 2.257], [0.414, 2.879, 0.316], [0.523, 1.629, 0.841], [1.222, 3.148, -0.759], [1.794, 2.046, -1.501], [2.788, 2.064, -2.501], [2.680, 0.880, -3.200], [1.598, 0.158, -2.640], [1.107, 0.870, -1.571], [1.380, 4.476, -1.386], [0.317, 5.059, -2.069], [0.456, 6.300, -2.660], [1.679, 6.948, -2.596], [1.867, 8.501, -3.320], [2.762, 6.364, -1.960], [2.606, 5.132, -1.351], [-3.323, 3.200, 0.215], [-4.022, 2.109, -0.262], [-1.042, -0.493, -1.884], [4.634, -3.203, -4.784], [3.445, -1.818, -3.116], [-0.046, -1.863, -5.571], [1.119, -3.284, -7.204], [-1.026, -3.111, -3.888], [-3.381, -2.655, -2.758], [-5.785, 0.638, -2.251], [-7.963, -0.462, -1.862], [-6.053, -3.391, 0.585], [-3.876, -2.277, 0.212], [-2.490, 5.674, -0.351], [-2.152, 8.100, -0.105], [1.674, 7.384, 1.674], [1.266, 4.962, 1.530], [-1.008, 1.982, 3.825], [-1.547, 4.188, 2.816], [3.476, 2.863, -2.696], [3.246, 0.586, -4.063], [-0.623, 4.528, -2.129], [-0.376, 6.759, -3.172], [3.715, 6.868, -1.942], [3.445, 4.689, -0.833], [-3.739, 4.109, 0.605], [-5.086, 2.005, -0.332], [3.373, -2.743, -0.127], [2.146, -2.220, -0.063], [1.369, -2.253, -0.998], [1.766, -1.607, 1.215], [2.377, -1.929, 2.407], [1.913, -1.301, 3.589], [0.832, -0.492, 3.573], [0.121, -0.200, 2.280], [0.720, -0.777, 1.074], [-1.248, -0.876, 2.169], [-1.629, -1.658, 3.164], [-1.868, -0.771, 1.126], [3.532, -3.106, -1.013], [3.216, -2.601, 2.417], [2.443, -1.482, 4.512], [0.531, 0.077, 4.442], [-0.929, -1.641, 3.856]], "forces_ev_per_angstrom": [[-0.744, -0.555, 0.880], [0.113, -0.140, -0.143], [-0.117, 0.142, 0.192], [0.026, -0.087, -0.102], [-0.179, 0.026, -0.044], [0.115, -0.155, -0.079], [0.155, 0.173, 0.171], [0.123, -0.102, -0.041], [-0.531, 0.388, 0.226], [0.288, 0.056, -0.424], [-0.108, 0.033, 0.201], [0.217, -0.037, 0.023], [-0.626, 0.142, -0.150], [0.539, -0.014, -0.312], [-0.143, -0.139, 0.048], [0.129, -0.054, -0.011], [-0.081, -0.042, 0.054], [0.256, 0.153, -0.055], [-0.135, -0.044, 0.017], [-0.192, -0.020, -0.030], [0.005, 0.115, -0.085], [-0.455, 0.274, 0.080], [-0.435, 0.227, -0.012], [-0.474, 0.478, -0.031], [0.173, -0.425, -0.128], [0.035, 0.375, 0.130], [0.025, -0.225, 0.181], [0.101, 0.141, 0.043], [-0.084, -0.239, -0.091], [0.010, 0.203, -0.024], [-0.036, 0.051, 0.022], [-0.199, 0.162, 0.088], [0.643, -0.220, -1.352], [-0.272, 0.971, 0.216], [0.210, -1.016, 0.259], [0.715, 1.240, -0.608], [0.262, 0.597, 1.816], [-0.400, -0.049, 0.766], [0.356, -0.013, -0.425], [-0.187, 0.016, 0.303], [-0.237, -0.199, 0.122], [0.172, -0.103, -0.416], [0.828, 0.310, -0.879], [-0.036, 0.107, -0.275], [0.315, -0.101, -0.109], [0.043, 0.044, -0.059], [-0.004, -0.283, 0.148], [-0.001, 0.317, -0.165], [-0.031, 0.071, -0.049], [-0.145, -0.063, -0.027], [0.224, 0.073, -0.123], [0.150, -0.330, -0.069], [-0.708, -0.929, -1.641], [0.106, -0.032, -0.030], [0.038, 0.009, 0.036], [-0.112, 0.005, -0.014], [-0.040, -0.027, -0.173], [-0.006, -0.033, -0.129], [-0.170, -0.032, 0.001], [0.009, 0.080, -0.023], [-0.007, -0.001, -0.036], [-0.016, -0.113, 0.061], [0.071, -0.043, 0.063], [-0.173, -0.062, 0.018], [0.015, 0.026, -0.071], [0.001, 0.080, -0.019], [0.079, 0.018, 0.084], [0.013, -0.058, 0.042], [-0.136, 0.099, 0.091], [0.071, 0.174, -0.042], [0.108, -0.053, -0.130], [-0.065, 0.002, -0.018], [-0.037, 0.077, -0.046], [0.062, 0.096, 0.026], [0.044, -0.088, 0.059], [-0.065, 0.156, 0.096], [-0.209, -0.027, 0.020], [0.325, 0.022, 0.273], [-0.372, -0.443, -1.314], [0.664, -0.250, 0.703], [-0.075, 0.143, 1.040], [0.022, -0.008, -0.884], [-0.404, 0.128, 0.075], [0.264, 0.114, -0.012], [0.044, -0.397, 0.302], [0.992, -0.720, 1.051], [-0.321, -0.303, 0.429], [-0.134, 0.156, -0.097], [0.075, -0.115, 0.481], [-0.330, 0.051, 0.114], [0.068, -0.072, -0.026], [0.037, 0.063, 0.150], [0.005, 0.024, 0.130], [-0.112, 0.046, -0.314]]}

---

{"formula": "C11H27BN2O9", "method": "the ωB97M-V functional and the def2-TZVPD basis", "homo_lumo_gap_ha": 0.3451, "smiles": "NCOC[C@H](N)B(O)O.CCOC(=O)OC.CCOC(=O)OC", "fmax_ev_per_a": 1.74, "homo_ha": -0.3267, "energy_ha": -1246.9274, "elements": ["N", "C", "O", "C", "C", "N", "B", "O", "O", "H", "H", "H", "H", "H", "H", "H", "H", "H", "H", "H", "C", "C", "O", "C", "O", "O", "C", "H", "H", "H", "H", "H", "H", "H", "H", "C", "C", "O", "C", "O", "O", "C", "H", "H", "H", "H", "H", "H", "H", "H"], "coordinates": [[-7.860, 1.341, -0.817], [-7.339, 0.277, -1.658], [-6.495, 0.756, -2.682], [-5.193, 0.209, -2.631], [-4.157, 1.160, -1.944], [-3.125, 1.674, -2.871], [-3.452, 0.471, -0.665], [-2.973, 1.285, 0.389], [-3.309, -0.915, -0.490], [-7.436, 2.228, -1.028], [-8.862, 1.382, -0.838], [-8.161, -0.275, -2.141], [-6.843, -0.451, -1.000], [-5.169, -0.796, -2.190], [-4.877, 0.073, -3.677], [-4.679, 2.042, -1.549], [-3.346, 2.615, -3.150], [-3.075, 1.124, -3.716], [-3.461, 1.012, 1.166], [-2.940, -1.334, -1.261], [0.973, -0.388, 0.891], [-0.002, -1.542, 0.778], [0.494, -2.564, -0.102], [1.433, -3.354, 0.410], [1.880, -3.300, 1.522], [1.802, -4.221, -0.536], [2.869, -5.081, -0.143], [1.226, -0.004, -0.099], [0.546, 0.419, 1.486], [1.905, -0.703, 1.360], [-0.935, -1.194, 0.340], [-0.242, -1.964, 1.755], [2.642, -5.593, 0.790], [3.794, -4.512, -0.048], [2.991, -5.822, -0.930], [5.707, 4.048, 1.827], [5.154, 3.096, 2.867], [4.501, 1.975, 2.260], [5.314, 1.039, 1.777], [6.513, 1.050, 1.822], [4.563, 0.090, 1.221], [5.312, -0.940, 0.581], [4.922, 4.349, 1.130], [6.119, 4.939, 2.303], [6.496, 3.577, 1.242], [4.392, 3.601, 3.460], [5.929, 2.756, 3.554], [6.049, -1.371, 1.256], [5.798, -0.550, -0.314], [4.606, -1.715, 0.290]], "forces_ev_per_angstrom": [[0.188, -0.419, 0.032], [-0.772, -0.346, 0.316], [0.108, -0.387, 0.510], [0.844, 0.560, -0.563], [0.036, -0.664, 0.283], [0.206, 0.015, 0.188], [0.634, 0.187, 0.390], [-1.100, -0.517, -1.245], [0.095, 1.266, 0.318], [-0.061, 0.174, -0.122], [-0.159, 0.322, -0.160], [-0.028, 0.208, 0.177], [0.386, 0.144, -0.391], [-0.301, 0.232, 0.111], [-0.066, 0.084, 0.160], [-0.122, -0.322, -0.073], [-0.005, 0.164, -0.114], [0.021, -0.128, -0.045], [0.313, -0.104, 0.763], [-0.207, -0.493, -0.557], [0.311, -0.157, -0.034], [-0.155, 0.580, 0.247], [-0.142, -0.099, -0.054], [-0.213, 0.172, -0.291], [0.175, -0.043, 0.338], [0.054, -0.131, -0.079], [0.192, -0.264, -0.055], [-0.135, 0.068, 0.004], [-0.057, -0.013, -0.044], [-0.060, 0.012, 0.077], [0.032, -0.186, -0.135], [0.165, -0.134, -0.044], [0.022, 0.129, 0.046], [-0.029, -0.012, 0.131], [-0.132, 0.118, -0.092], [0.061, -0.130, -0.245], [0.184, 0.493, 0.151], [-0.130, -0.006, 0.135], [-0.320, 0.086, -0.071], [0.374, -0.036, 0.042], [-0.057, -0.102, -0.017], [0.020, -0.334, -0.182], [-0.050, 0.073, 0.107], [-0.043, -0.009, 0.029], [0.039, -0.012, 0.105], [-0.148, -0.183, -0.069], [0.028, -0.123, -0.133], [0.045, 0.119, -0.016], [0.101, 0.013, 0.088], [-0.141, 0.135, 0.083]]}

---

{"formula": "C5H7NO", "method": "the ωB97M-V functional and the def2-TZVPD basis", "homo_lumo_gap_ha": 0.3948, "smiles": "C#CCCNC=O", "fmax_ev_per_a": 0.48, "homo_ha": -0.3624, "e_above_lowest_kj_mol": 172.7, "energy_ha": -324.6587, "elements": ["O", "C", "N", "C", "C", "C", "C", "H", "H", "H", "H", "H", "H", "H"], "coordinates": [[2.118, -0.555, 0.632], [1.243, -0.450, 1.467], [0.217, 0.439, 1.411], [0.066, 1.370, 0.314], [-0.312, 0.740, -1.044], [-1.217, -0.405, -0.912], [-1.910, -1.381, -0.770], [1.231, -1.049, 2.393], [-0.593, 0.241, 1.976], [1.013, 1.908, 0.196], [-0.692, 2.094, 0.622], [-0.767, 1.519, -1.667], [0.601, 0.408, -1.549], [-2.506, -2.259, -0.653]], "forces_ev_per_angstrom": [[-0.152, 0.217, 0.171], [0.103, 0.007, -0.091], [0.062, -0.122, -0.002], [-0.011, 0.145, 0.033], [0.051, -0.032, -0.053], [-0.285, -0.380, 0.055], [0.268, 0.395, -0.033], [-0.079, -0.111, -0.104], [0.126, 0.054, 0.049], [-0.157, -0.065, -0.023], [0.064, -0.101, -0.093], [0.060, -0.176, 0.056], [-0.131, -0.026, 0.078], [0.081, 0.195, -0.042]]}

---

- What is the formula in the second record?
  C11H27BN2O9